100
Properties=species:S:1:pos:R:3:mulliken_charge:R:1 method="wB97M-V/def2-TZVPD" orbital_gap_ev=7.142 homo_ev=-5.2 e_lumo_ev=1.93 total_energy_ev=-164879.3517 charge=-1
C -0.094 -3.017 3.646 -0.843
C 0.282 -4.147 2.652 -0.886
I 2.221 -4.864 3.275 -0.015
C -0.036 -3.828 1.180 -0.997
P 1.133 -2.927 -0.040 3.989
C 0.102 -3.384 -1.585 -1.232
C -1.418 -3.308 -1.533 -1.396
C -2.125 -1.982 -1.184 0.140
N -3.388 -1.925 -1.953 -0.326
C -4.143 -0.674 -1.821 -1.214
C -5.243 -0.708 -0.777 0.330
C -6.539 -1.055 -1.170 -0.676
C -7.582 -1.106 -0.260 -0.615
C -7.371 -0.796 1.072 -0.625
C -6.090 -0.455 1.492 -0.343
C -5.050 -0.422 0.571 0.658
O -3.791 -0.045 0.969 -0.170
C 2.361 -4.403 -0.306 -1.024
Cl 1.549 -6.022 -0.034 -0.145
C 3.129 -4.627 -1.633 0.388
C 2.586 -4.120 -2.963 -1.337
Cl 4.895 -4.134 -1.583 -0.217
O 1.905 -2.230 1.472 -0.606
C 2.286 -0.953 1.268 -1.403
Br 3.595 -0.363 2.741 -0.201
C 1.191 0.121 1.408 0.801
C 0.640 0.801 0.331 0.535
C -0.277 1.830 0.484 -1.218
C -0.707 2.209 1.743 -0.800
C -0.236 1.474 2.829 -1.076
C 0.683 0.454 2.668 -0.315
C 3.100 -1.043 -0.076 3.118
C 4.600 -1.436 0.066 -1.937
C 5.033 -2.568 0.973 0.092
N 5.992 -2.473 1.800 -0.910
C 3.227 0.261 -0.921 -1.379
C 3.552 1.486 -0.343 -0.100
C 3.685 2.644 -1.086 -1.042
C 3.531 2.606 -2.468 -0.601
C 3.236 1.385 -3.060 -0.982
C 3.081 0.230 -2.303 0.561
O 2.325 -1.923 -0.881 -0.385
H -0.396 -3.469 4.591 0.398
H 0.780 -2.393 3.821 0.225
H -0.910 -2.428 3.226 0.129
H -0.358 -4.985 2.928 0.744
H -0.847 -3.096 1.258 -0.168
H -0.520 -4.697 0.736 0.710
H 0.295 -1.757 0.020 -1.023
H 0.344 -4.425 -1.826 0.376
H 0.468 -2.757 -2.400 0.414
H -1.783 -3.562 -2.538 0.606
H -1.865 -4.077 -0.896 0.125
H -1.495 -1.123 -1.398 0.154
H -2.364 -2.026 -0.118 0.141
H -3.987 -2.680 -1.643 0.354
H -3.471 0.159 -1.612 0.221
H -4.614 -0.450 -2.783 0.520
H -6.699 -1.294 -2.215 0.389
H -8.572 -1.384 -0.602 0.365
H -8.168 -0.796 1.804 0.381
H -5.885 -0.183 2.520 0.480
H -3.510 -0.499 1.769 0.149
H 3.092 -4.351 0.498 -0.033
H 3.246 -5.699 -1.757 0.622
H 3.342 -4.307 -3.727 0.527
H 2.364 -3.059 -2.977 0.085
H 1.713 -4.712 -3.239 0.330
H 0.932 0.553 -0.679 0.593
H -0.656 2.368 -0.378 0.614
H -1.396 3.026 1.902 0.532
H -0.586 1.740 3.821 0.402
H 1.002 -0.048 3.570 0.425
H 4.939 -1.620 -0.954 0.658
H 5.127 -0.540 0.395 0.799
H 4.587 -3.554 0.926 0.061
H 6.377 -1.526 1.788 0.296
H 3.686 1.563 0.731 0.271
H 3.895 3.603 -0.629 0.463
H 3.642 3.486 -3.088 0.409
H 3.122 1.321 -4.137 0.418
H 2.847 -0.683 -2.830 0.216
C -5.886 3.180 1.717 -0.280
O -5.197 4.391 2.024 -0.512
H -5.194 2.357 1.874 -0.034
H -6.751 3.048 2.372 0.274
H -6.211 3.171 0.673 0.282
H -5.805 5.121 1.883 0.276
C 1.399 6.030 -0.581 -0.469
O 2.760 5.820 -0.246 -0.467
H 0.961 5.071 -0.852 0.220
H 0.850 6.436 0.273 0.238
H 1.309 6.715 -1.427 0.219
H 3.121 6.678 0.000 0.284
C 1.527 9.806 -1.024 -0.632
O 2.550 8.906 -0.614 -0.462
H 0.726 9.744 -0.291 0.233
H 1.897 10.834 -1.058 0.285
H 1.131 9.530 -2.004 0.285
H 3.262 8.955 -1.258 0.285